No. 1
Density functional theory data (ωB97M-V/def2-TZVPD) for a cluster of 2 separate species, C7H13N in total.

```
21
Properties=species:S:1:pos:R:3:forces:R:3
C 1.2120 1.5667 0.2506 -1.006 0.953 -0.166
C -0.0781 2.0386 0.3137 0.212 -0.286 -0.146
C -0.8527 2.5837 -0.9146 1.754 0.162 0.968
N -0.9073 2.1580 1.4802 1.613 -0.776 -0.012
H 1.8580 1.2937 1.1244 -0.972 0.137 -0.875
H 1.6893 1.6024 -0.7577 -0.329 -0.045 1.090
H -1.1996 3.5702 -0.6310 -0.219 0.244 0.034
H -1.7077 1.9755 -1.1268 -0.437 -0.462 -0.341
H -0.1917 2.7302 -1.7795 -0.312 -0.402 0.195
H -1.8847 1.9810 1.3013 0.015 0.021 -0.081
H -0.5773 1.5930 2.2782 -0.300 0.539 -0.669
C -0.4680 -1.5625 1.4367 0.348 -0.007 -1.245
C -0.1013 -2.4307 0.4608 -0.633 0.429 0.482
C 0.5968 -2.1122 -0.7918 1.019 -1.645 -1.297
C 1.0034 -3.0749 -1.6884 -0.678 1.063 1.264
H -0.3414 -0.4687 1.2506 0.110 -1.067 0.460
H -0.9344 -1.9189 2.3632 0.096 0.255 -0.515
H -0.4051 -3.4801 0.5326 0.347 0.172 0.279
H 0.9382 -1.1040 -0.9963 -0.377 0.209 0.179
H 1.5400 -2.7930 -2.6088 -0.289 -0.232 0.630
H 0.8116 -4.1480 -1.4975 0.039 0.740 -0.233
```
Positions in Å, forces in eV/Å.

Output
HOMO energy ... -0.3102 Eh
E_LUMO ... 0.96 eV
Energy ... -8957.7755 eV
Energy relative to the best compared isomer or geometry (same formula, charge and spin) ... 208.2 kJ/mol
Charge ... 0
Frontier orbital gap ... 9.40 eV

---

No. 2
Density functional theory data (ωB97M-V/def2-TZVPD) for the molecule C4H10Cl2O2Si.

```
19
Properties=species:S:1:pos:R:3:forces:R:3
C 2.1571 1.5744 -0.4469 -1.450 -1.458 -0.888
C 1.2571 1.5406 -1.7023 0.560 1.260 1.324
O 0.8478 0.2541 -1.9884 -2.480 -3.108 0.321
Si -0.5064 -0.4747 -1.2923 1.331 0.001 0.991
Cl -0.8729 -2.5344 -1.7426 0.581 1.738 -0.162
Cl -2.1887 0.6083 -1.8370 0.585 -0.430 0.202
O -0.3188 -0.4972 0.4051 0.851 0.734 -2.652
C -1.4490 -0.9135 1.0838 -3.591 0.022 0.068
C -1.1355 -1.5521 2.4141 1.368 -1.283 -1.164
H 1.6919 1.1485 0.4395 -0.154 -0.118 -0.097
H 2.3766 2.5645 -0.2510 0.747 2.134 0.499
H 3.0493 1.0239 -0.6893 0.444 -0.200 0.089
H 0.4214 2.2485 -1.7117 -0.149 -0.112 0.540
H 1.8664 1.8830 -2.5042 0.578 0.078 -0.958
H -2.2036 -0.0738 1.2187 1.102 -0.417 0.042
H -2.0421 -1.5854 0.3993 0.453 0.044 0.969
H -1.9545 -1.6785 3.0879 -0.682 -0.009 0.166
H -0.3555 -1.0070 2.8918 0.449 0.845 0.558
H -0.6406 -2.5293 2.2253 -0.542 0.278 0.150
```
Positions in Å, forces in eV/Å.

Output
HOMO energy ... -0.3892 Eh
E_LUMO ... 0.59 eV
Energy ... -41332.2520 eV
Energy relative to the best compared isomer or geometry (same formula, charge and spin) ... 10.6 kJ/mol
Charge ... 0
Frontier orbital gap ... 11.18 eV

---

No. 3
Density functional theory data (ωB97M-V/def2-TZVPD) for a structure of composition C24H32ClN4O2Pm.

```
64
Properties=species:S:1:pos:R:3:forces:R:3
Pm 4.5157 -5.4504 18.4944 -0.653 -1.700 -0.728
C 5.9147 -3.5768 21.8752 -1.272 -0.452 0.350
C 5.2452 -4.7570 21.1973 0.437 -0.263 -0.244
C 6.0806 -5.7692 20.6742 -0.752 -2.264 0.263
C 7.5497 -5.5746 20.4279 0.006 0.653 -0.089
C 5.5173 -7.0778 20.3575 -0.153 2.070 0.740
C 6.4268 -8.1484 19.8650 -0.072 -0.379 0.098
C 4.1211 -7.2738 20.5542 1.280 -1.447 -0.758
C 3.5770 -8.6516 20.1950 0.920 -0.524 0.012
C 3.2948 -6.2381 20.9615 -0.364 1.600 0.435
C 1.8622 -6.5447 21.3339 -0.352 0.876 -0.169
C 3.8324 -4.9131 21.1641 0.000 -0.144 0.290
C 2.9479 -3.6820 21.4400 0.578 -0.271 0.761
H 6.0229 -2.7173 21.2454 0.123 0.611 -0.318
H 6.8648 -3.8611 22.2905 0.389 -0.094 -0.032
H 5.2853 -3.3224 22.7319 0.065 0.288 -0.136
H 8.2274 -6.1642 21.0720 -0.465 0.135 -0.309
H 7.7488 -4.5162 20.5873 0.462 -0.133 -0.096
H 7.7622 -5.7894 19.3673 0.172 -0.083 0.400
H 6.9715 -7.8461 18.9595 -0.265 -0.258 0.134
H 5.8624 -9.0764 19.7314 0.502 0.260 -0.317
H 7.1796 -8.3320 20.6322 0.118 -0.069 0.007
H 4.1613 -9.4467 20.7215 -0.619 0.638 -0.242
H 3.6963 -8.8709 19.1062 -0.171 0.344 0.780
H 2.5437 -8.7567 20.4606 -0.413 -0.120 0.036
H 1.8854 -7.3679 22.0372 -0.142 -0.121 0.204
H 1.2239 -6.8407 20.4976 0.173 -0.046 -0.046
H 1.3687 -5.6805 21.8122 0.326 -0.511 -0.137
H 2.8400 -3.5132 22.5184 0.014 -0.234 -0.007
H 1.9446 -3.7753 21.0653 -0.335 -0.201 -0.330
H 3.3545 -2.7260 21.0889 0.220 -0.425 -0.258
Cl 4.1285 -8.3027 11.7469 -0.154 -0.455 -0.825
C 4.1385 -8.2095 13.4426 0.662 0.823 0.722
C 3.0661 -8.7646 14.2054 2.015 1.016 1.831
C 3.0305 -8.6231 15.6145 -0.590 -0.894 -2.141
C 3.8937 -7.6600 16.1448 0.804 0.012 -0.439
O 3.6570 -7.1316 17.2908 0.202 0.727 1.380
C 5.0568 -7.1791 15.3621 -2.181 -0.703 1.523
C 5.9773 -6.3464 15.9224 2.587 1.148 0.957
O 6.2107 -6.0696 17.1763 -0.769 0.154 -1.331
C 5.1959 -7.4981 14.0198 -1.773 -1.504 -1.116
H 2.3158 -9.3056 13.7084 -0.795 -0.741 -0.606
H 2.2787 -9.2429 16.1645 0.729 1.224 -0.204
H 6.6769 -5.8753 15.1864 -0.233 -0.359 0.699
H 6.0982 -7.2755 13.4657 -0.198 0.291 -0.139
C 1.0730 -0.1954 14.9791 0.975 1.203 -0.516
C 2.3550 0.3556 15.6585 -0.655 0.744 0.096
C 2.0953 0.7381 17.1461 1.219 0.199 -0.176
C 3.4995 -0.6353 15.4626 -0.329 1.204 -0.515
N 3.3152 -1.8186 16.2879 1.316 -3.267 1.041
C 2.3817 -2.8076 16.4163 0.606 -0.326 1.466
N 2.8542 -3.8008 17.1757 0.990 1.452 -0.461
N 4.1529 -3.4158 17.4747 -1.585 2.786 -1.985
N 4.4179 -2.2660 16.9407 -0.369 -0.257 0.098
H 0.5616 0.6027 14.4358 -0.100 -0.139 0.187
H 0.3916 -0.6191 15.6839 -0.491 -0.337 0.492
H 1.3713 -0.9254 14.2420 -0.227 -0.384 -0.356
H 2.7511 1.2656 15.1346 -0.666 -0.656 0.311
H 1.6659 -0.0791 17.7463 0.520 0.022 -0.150
H 1.4189 1.5648 17.3185 -0.428 0.179 -0.664
H 3.0460 1.1493 17.5539 -0.462 -0.715 0.180
H 4.4335 -0.1863 15.8121 -0.059 -0.302 -0.116
H 3.5808 -0.8874 14.3692 0.014 -0.119 1.185
H 1.3426 -2.7754 16.1852 -0.332 0.239 -0.719
```
Positions in Å, forces in eV/Å.

Output
HOMO energy (spin up / spin down) ... -0.4912 / -0.4915 Eh
Multiplicity ... 5
E_LUMO (spin up / spin down) ... -6.43 / -6.31 eV
Energy ... -64526.2653 eV
<S²> ... 6.005
Charge ... +2
Frontier orbital gap (spin up / spin down) ... 6.94 / 7.06 eV

---

No. 4
Density functional theory data (ωB97M-V/def2-TZVPD) for a structure of composition C13H22BI2LuO3P2.

```
44
Properties=species:S:1:pos:R:3:forces:R:3
I 2.7755 3.1927 -4.7349 -0.088 -0.163 0.173
I 1.8805 0.8112 -5.5499 -0.088 0.056 0.378
Lu 0.9153 0.9461 -1.3451 -0.563 -0.620 0.734
P 2.5546 -0.9187 -0.7620 2.111 -0.693 0.420
C 2.5158 -2.6571 -1.2541 -0.396 -0.117 -0.181
C 3.9884 -0.1566 -1.7040 -0.405 -0.006 0.037
H 4.9301 -0.6795 -1.4686 -0.341 0.221 -0.178
H 4.0667 -1.3480 1.1320 -0.330 0.123 -0.067
H 4.1130 0.9094 -1.4436 0.064 -0.282 0.138
H 3.1970 0.2138 1.3207 0.041 -0.347 -0.170
H 2.2604 -2.7006 -2.3270 0.229 -0.107 0.382
H 3.7876 -0.1736 -2.7890 0.179 -0.256 0.313
C 3.1029 -0.8360 0.9937 -0.316 0.116 -0.052
H 3.4726 -3.1701 -1.0590 -0.437 0.238 -0.047
H 2.3159 -1.2836 1.6195 0.339 0.016 -0.159
H 1.6882 -3.1266 -0.6990 0.372 -0.051 -0.127
P -1.4136 1.9848 -1.4118 -1.334 1.837 -0.160
C -2.9288 1.3262 -2.1447 0.048 -0.433 -0.116
C -1.8563 2.7979 0.1797 0.214 -0.280 0.026
H 0.0083 3.9133 -2.1258 -0.332 0.003 0.122
H -1.7076 4.1781 -2.5619 0.338 -0.280 -0.039
H -0.6337 3.0683 -3.5133 -0.372 0.097 0.195
C -0.9056 3.4235 -2.5053 0.128 -0.364 0.073
H -0.9662 3.2655 0.6349 -0.306 -0.099 -0.220
H -2.6327 3.5626 0.0294 0.218 -0.283 0.030
H -3.7184 2.0911 -2.2356 0.354 -0.343 0.089
H -3.2518 0.4877 -1.5075 -0.131 0.313 -0.201
H -2.1889 2.0172 0.8808 -0.046 0.307 -0.217
H -2.6744 0.9088 -3.1343 -0.240 0.240 0.306
C -0.4256 -1.0007 -1.8496 -1.030 -1.789 -1.728
O -1.0162 -1.8971 -2.2461 1.279 2.057 1.385
O -0.2193 0.1523 2.1529 0.542 0.279 -2.116
B -0.3649 -0.3238 0.7665 -1.066 -0.842 2.700
O -1.2617 -1.4789 0.9095 1.183 1.299 -1.323
C -1.5888 -1.6392 2.2363 0.381 0.715 1.061
C -2.3959 -2.5805 2.8526 -0.524 -0.754 -0.301
C -2.5829 -2.5432 4.2463 0.456 0.611 0.042
C -1.9412 -1.5385 5.0150 -0.171 -0.384 -0.783
C -1.1255 -0.5915 4.3722 0.297 0.434 0.205
C -0.9552 -0.6493 2.9857 -0.818 -0.998 0.394
H -2.8813 -3.3487 2.2353 0.185 0.324 0.385
H -3.2218 -3.2845 4.7525 0.403 0.439 -0.460
H -2.0924 -1.5157 6.1055 0.187 0.102 -0.707
H -0.6222 0.1916 4.9508 -0.214 -0.330 -0.235
```
Positions in Å, forces in eV/Å.

Output
HOMO energy ... -0.4838 Eh
E_LUMO ... -8.05 eV
Energy ... -89041.7414 eV
Energy relative to the best compared isomer or geometry (same formula, charge and spin) ... 59.2 kJ/mol
Charge ... +2
Frontier orbital gap ... 5.12 eV

---

No. 5
Density functional theory data (ωB97M-V/def2-TZVPD) for the ion C5H12NO with charge -1.

```
19
Properties=species:S:1:pos:R:3:forces:R:3
C -1.3716 0.3313 1.0200 1.082 0.725 0.131
C -0.5124 0.5594 -0.2357 -0.559 -0.643 -0.484
C 0.5568 1.6283 0.0230 0.877 0.104 0.791
O 1.3355 1.4391 1.1276 -0.565 0.168 0.009
N 0.0535 -0.6904 -0.7757 0.935 -0.248 -0.317
C 1.0311 -1.3136 0.1024 0.083 1.315 0.735
C -0.8919 -1.6244 -1.3032 -0.776 -0.096 1.380
H -1.8830 1.2644 1.2714 -0.444 -0.170 -0.223
H -0.6559 0.2391 1.8449 -0.104 -0.423 -0.007
H -2.0289 -0.5267 0.9233 -0.261 0.051 0.173
H -1.1504 0.9438 -1.0458 -0.052 -0.018 -0.012
H -0.0602 2.5706 0.0289 0.199 0.163 0.067
H 1.2203 1.6847 -0.8640 -0.415 0.037 -0.546
H 0.5652 -1.7777 0.9876 -0.063 -0.560 -0.172
H 1.7208 -1.9782 -0.4150 -0.211 -0.284 -0.153
H 1.5927 -0.4728 0.5539 0.059 -0.284 -0.210
H -1.5411 -2.0435 -0.4848 -0.039 0.160 -0.350
H -0.4270 -2.5258 -1.7001 0.305 0.236 -0.492
H -1.5441 -1.1110 -2.0072 -0.051 -0.232 -0.320
```
Positions in Å, forces in eV/Å.

Output
HOMO energy ... -0.0845 Eh
E_LUMO ... 4.02 eV
Energy ... -8916.1871 eV
Energy relative to the best compared isomer or geometry (same formula, charge and spin) ... 84.6 kJ/mol
Charge ... -1
Frontier orbital gap ... 6.32 eV

---

No. 6
Density functional theory data (ωB97M-V/def2-TZVPD) for a structure of composition C28H36N9OPS4Ti.

```
80
Properties=species:S:1:pos:R:3:forces:R:3
Ti 1.1706 -1.0250 -1.2424 -0.801 -3.011 -0.526
N 4.6672 -2.6579 -0.3956 -0.005 -0.104 0.277
C 3.7683 -1.6904 -0.6945 -0.149 0.698 -0.368
S 3.4020 -1.4234 -2.3922 0.097 0.123 0.111
N 3.2683 -0.9669 0.2922 -0.160 -0.083 0.057
N 2.4049 0.0187 -0.2264 1.287 0.281 0.080
C 2.7714 1.2311 -0.3351 0.070 0.644 -0.144
C 2.1114 2.1479 -1.2616 0.242 -0.068 0.525
C 2.5636 3.4675 -1.3388 0.087 0.170 0.046
C 2.0817 4.3391 -2.2918 -0.096 -0.026 -0.052
C 1.1387 3.8776 -3.2176 0.074 0.059 0.055
C 0.6895 2.5754 -3.1718 -0.043 0.071 -0.068
C 1.1468 1.7038 -2.1810 -0.166 -0.708 -0.020
O 0.6854 0.4501 -2.1510 -0.024 1.975 -0.579
H 4.7785 -3.3618 -1.1044 -0.041 -0.056 0.020
H 4.6868 -2.9707 0.5641 -0.010 0.004 -0.006
H 3.6703 1.5472 0.1884 0.078 0.085 -0.058
H 3.3263 3.7932 -0.6382 -0.047 0.009 -0.007
H 2.4400 5.3599 -2.3317 -0.012 -0.025 -0.009
H 0.7543 4.5481 -3.9785 0.040 -0.031 0.019
H -0.0336 2.1947 -3.8824 -0.034 0.022 0.054
C -1.5264 -4.2764 -4.6951 -0.033 0.058 0.018
C -2.3294 -3.0730 -4.3606 0.174 0.030 0.138
N -3.5487 -2.8445 -4.7134 -0.022 0.383 0.212
N -3.8136 -1.6197 -4.1368 -0.533 -0.154 -0.251
C -2.8092 -1.0820 -3.4250 0.148 0.298 0.116
S -2.7986 0.3669 -2.5922 -0.012 -0.435 -0.240
N -1.8332 -2.0320 -3.5967 0.316 -0.196 0.086
N -0.5807 -2.0353 -2.9894 -0.063 -0.021 0.013
H -2.1650 -4.9919 -5.2064 0.004 0.007 -0.004
H -1.1170 -4.7312 -3.7916 -0.012 -0.002 -0.001
H -0.6873 -4.0195 -5.3446 -0.012 0.003 0.006
H -4.7291 -1.2148 -4.2019 -0.003 0.022 -0.035
H 0.1319 -2.1575 -3.6987 0.052 -0.015 -0.106
H -0.5199 -2.8121 -2.3290 0.017 -0.132 0.093
S -0.3169 -1.7564 0.5446 0.087 -0.132 0.454
C 0.7889 -2.9170 1.2684 -0.227 -0.087 -0.145
C 0.9798 -2.9576 2.6462 -0.151 0.159 -0.026
C 1.7936 -3.9108 3.2403 0.075 0.051 0.801
C 1.9888 -3.8904 4.6826 -0.069 -0.045 -0.663
N 2.1453 -3.8610 5.8219 -0.030 0.006 -0.034
C 2.4224 -4.8664 2.4415 0.504 -0.593 0.200
C 2.2546 -4.8285 1.0624 -0.036 0.063 -0.205
C 1.4651 -3.8534 0.4491 -0.219 -0.088 -0.142
S 1.3042 -3.7609 -1.2985 0.324 -0.052 0.443
C 3.2577 -5.9063 3.0261 -0.379 0.479 -0.281
N 3.9186 -6.7420 3.4596 -0.006 0.025 -0.009
H 0.4831 -2.2250 3.2704 0.017 -0.009 -0.033
H 2.7499 -5.5671 0.4454 -0.003 -0.003 0.013
C -1.0452 2.2764 3.9577 0.044 -0.062 0.034
C -0.2758 1.5840 2.8264 -0.016 0.129 0.158
C 1.1627 2.1070 2.7727 -0.012 0.024 0.040
P -0.9635 1.5487 1.1024 -0.097 0.198 0.043
C -2.7512 1.0216 1.3093 -0.084 0.046 0.001
C -3.8398 2.0550 1.6163 -0.014 -0.048 -0.027
C -2.8886 -0.1591 2.2815 -0.052 0.033 0.040
C -0.9814 3.3288 0.5494 -0.155 0.117 -0.092
C -1.5091 4.4718 1.4278 0.067 0.009 -0.024
C -1.6167 3.3785 -0.8504 -0.082 -0.021 0.093
H -0.6293 1.9762 4.9276 -0.012 0.040 -0.070
H -2.1037 2.0211 3.9652 0.037 -0.002 -0.007
H -0.9638 3.3623 3.8915 -0.013 -0.035 -0.018
H -0.2203 0.5156 3.0602 -0.002 -0.047 0.008
H 1.1795 3.1877 2.5917 -0.001 -0.060 0.010
H 1.7295 1.6212 1.9789 -0.002 -0.026 0.025
H 1.6803 1.9191 3.7188 -0.041 0.034 -0.032
H -2.9606 0.6274 0.3114 -0.037 -0.020 -0.071
H -3.7359 2.4764 2.6184 0.007 0.008 -0.022
H -4.8178 1.5624 1.5683 0.034 0.011 0.028
H -3.8599 2.8759 0.9008 0.017 -0.023 0.020
H -2.9508 0.1861 3.3168 0.007 -0.004 -0.025
H -2.0643 -0.8633 2.2023 -0.011 0.012 -0.025
H -3.8100 -0.7079 2.0611 0.018 0.054 0.038
H 0.0899 3.5045 0.4103 0.071 0.035 -0.085
H -2.4836 4.2608 1.8636 0.015 -0.003 -0.003
H -1.6097 5.3804 0.8220 0.026 -0.036 0.028
H -0.8209 4.7055 2.2415 -0.022 -0.040 0.001
H -2.7096 3.3515 -0.7952 0.077 0.023 0.011
H -1.3041 2.5351 -1.4663 -0.024 0.015 0.057
H -1.3272 4.2967 -1.3700 -0.039 -0.008 0.040
```
Positions in Å, forces in eV/Å.

Output
HOMO energy (spin up / spin down) ... -0.1634 / -0.1744 Eh
Multiplicity ... 2
E_LUMO (spin up / spin down) ... 2.23 / 2.09 eV
Energy ... -120828.2362 eV
Energy relative to the best compared isomer or geometry (same formula, charge and spin) ... 24.6 kJ/mol
<S²> ... 0.762
Charge ... -1
Frontier orbital gap (spin up / spin down) ... 6.68 / 6.84 eV